Record 1
Here is a 7-piece molecular cluster, C16H34Cl2N2O16 overall at a distorted geometry from OMol25. Energies are from wB97M-V/def2-TZVPD.

Bonds (Å) are listed after each position.
CARTESIAN COORDINATES (ANGSTROEM)
1 Cl 1.530 5.629 -2.922  C2 1.830
2 C -0.267 5.321 -3.078  Cl1 1.830, C3 1.526, H5 1.090, H6 1.090
3 C -1.059 6.615 -2.918  C2 1.526, Cl4 1.823, H7 1.090, H8 1.090
4 Cl -0.979 7.425 -1.286  C3 1.823
5 H -0.663 4.511 -2.465  C2 1.090
6 H -0.360 4.985 -4.111  C2 1.090
7 H -2.109 6.523 -3.195  C3 1.090
8 H -0.632 7.336 -3.615  C3 1.090
9 C 4.800 1.120 -3.334  N10 1.464, H13 1.090, H14 1.090, H15 1.090
10 N 4.658 1.405 -1.906  C9 1.464, O11 1.203, O12 1.254
11 O 4.342 0.494 -1.187  N10 1.203
12 O 4.844 2.597 -1.564  N10 1.254
13 H 4.683 0.066 -3.587  C9 1.090
14 H 5.782 1.472 -3.650  C9 1.090
15 H 4.046 1.626 -3.937  C9 1.090
16 C -0.844 3.584 3.159  N17 1.554, H20 1.090, H21 1.090, H22 1.090
17 N 0.618 3.128 2.894  C16 1.554, O18 1.201, O19 1.230
18 O 1.312 2.974 3.862  N17 1.201
19 O 0.986 3.099 1.721  N17 1.230
20 H -0.811 4.555 2.666  C16 1.090
21 H -1.136 3.625 4.208  C16 1.090
22 H -1.383 2.862 2.545  C16 1.090
23 C -0.633 -3.910 -1.246  O24 1.436, H29 1.090, H30 1.090, H31 1.090
24 O 0.137 -5.122 -1.294  C23 1.436, C25 1.352
25 C 0.330 -5.624 -2.534  O24 1.352, O26 1.201, O27 1.362
26 O -0.123 -5.196 -3.561  C25 1.201
27 O 1.079 -6.750 -2.369  C25 1.362, C28 1.406
28 C 1.484 -7.527 -3.468  O27 1.406, H32 1.090, H33 1.090, H34 1.090
29 H -1.643 -4.178 -1.553  C23 1.090
30 H -0.212 -3.180 -1.938  C23 1.090
31 H -0.676 -3.494 -0.240  C23 1.090
32 H 2.118 -6.862 -4.055  C28 1.090
33 H 0.711 -7.805 -4.185  C28 1.090
34 H 2.069 -8.408 -3.207  C28 1.090
35 C -2.634 0.518 1.330  O36 1.405, H41 1.090, H42 1.090, H43 1.090
36 O -3.192 -0.400 2.234  C35 1.405, C37 1.359
37 C -3.166 -0.154 3.570  O36 1.359, O38 1.216, O39 1.290
38 O -2.663 0.802 4.129  C37 1.216
39 O -3.726 -1.127 4.205  C37 1.290, C40 1.448
40 C -4.028 -0.974 5.613  O39 1.448, H44 1.090, H45 1.090, H46 1.090
41 H -1.611 0.759 1.620  C35 1.090
42 H -3.124 1.484 1.453  C35 1.090
43 H -2.661 0.165 0.299  C35 1.090
44 H -3.766 -1.931 6.063  C40 1.090
45 H -5.099 -0.778 5.556  C40 1.090
46 H -3.507 -0.149 6.098  C40 1.090
47 C -1.570 -1.371 -3.712  O48 1.438, H53 1.090, H54 1.090, H55 1.090
48 O -0.352 -0.659 -3.433  C47 1.438, C49 1.355
49 C -0.219 0.181 -2.378  O48 1.355, O50 1.214, O51 1.387
50 O -1.182 0.444 -1.688  C49 1.214
51 O 1.083 0.643 -2.257  C49 1.387, C52 1.455
52 C 1.239 1.616 -1.186  O51 1.455, H56 1.090, H57 1.090, H58 1.090
53 H -1.520 -2.313 -3.167  C47 1.090
54 H -1.668 -1.773 -4.720  C47 1.090
55 H -2.507 -0.885 -3.439  C47 1.090
56 H 2.159 1.530 -0.609  C52 1.090
57 H 0.523 1.426 -0.386  C52 1.090
58 H 1.166 2.613 -1.620  C52 1.090
59 C 2.112 -0.378 1.298  O60 1.421, H65 1.090, H66 1.090, H67 1.090
60 O 0.899 -0.965 1.752  C59 1.421, C61 1.387
61 C 0.847 -1.055 3.135  O60 1.387, O62 1.226, O63 1.356
62 O 1.669 -0.574 3.907  C61 1.226
63 O -0.254 -1.745 3.522  C61 1.356, C64 1.411
64 C -0.555 -1.862 4.895  O63 1.411, H68 1.090, H69 1.090, H70 1.090
65 H 2.244 -0.511 0.224  C59 1.090
66 H 3.014 -0.525 1.892  C59 1.090
67 H 1.937 0.697 1.340  C59 1.090
68 H 0.250 -2.418 5.376  C64 1.090
69 H -1.535 -2.321 5.020  C64 1.090
70 H -0.601 -0.907 5.419  C64 1.090

Energy ... -77910.7985 eV
Total charge ... +1
Expectation value of S² ... 0.76
2S+1 ... 2


Record 2
Here is a 2-piece molecular cluster, CH4O2 overall at a distorted geometry from OMol25. Energies are from wB97M-V/def2-TZVPD.

Bonds (Å) are listed after each position.
CARTESIAN COORDINATES (ANGSTROEM)
1 O -0.546 0.258 0.526  C2 1.261
2 C -1.645 0.026 -0.047  O1 1.261, H3 1.052, H4 1.112
3 H -2.173 -0.868 0.119  C2 1.052
4 H -1.979 0.687 -0.877  C2 1.112
5 H 1.249 0.405 -0.184  O7 0.932
6 H 1.444 -1.010 -0.474  O7 0.993
7 O 1.963 -0.179 -0.313  H5 0.932, H6 0.993

Energy relative to the best compared isomer or geometry (same formula, charge and spin) ... 0.463 eV
Energy ... -5195.5617 eV
SMILES string ... C=O.O